C33H51AlBrCaCl5F7N4O14PS2 as an isolated structure at a distorted geometry, computed with wB97M-V/def2-TZVPD.

For the electronic energy, the calculation gives -277319.8720 eV. The HOMO energy comes out at -0.2250 Eh. The orbital gap is 0.84 eV. As for the total charge: 0. The value obtained for the energy above the lowest of the compared OMol25 structures with the same formula, charge and spin is 0.0 kcal per mole.

CARTESIAN COORDINATES (ANGSTROEM)
C (-0.4912, 1.5520, -3.8289)
C (0.6796, 2.2698, -4.6067)
C (2.1322, 1.8853, -4.1376)
C (2.6936, 2.7931, -2.9506)
N (1.5470, 3.2910, -2.1407)
C (1.8333, 3.3801, -0.7483)
C (1.8154, 2.2065, 0.1068)
C (2.0900, 2.4283, 1.5570)
C (2.4043, 3.7370, 2.1071)
C (2.7097, 3.9652, 3.6154)
C (4.2222, 3.9155, 3.9884)
N (4.5441, 3.1712, 4.9701)
C (2.4266, 4.9280, 1.2228)
C (2.7651, 6.2920, 1.8585)
C (1.5575, 6.9212, 2.6466)
N (2.1321, 7.4512, 3.9238)
C (2.1187, 4.7390, -0.1962)
P (2.1034, 6.2921, -1.2240)
C (0.2593, 6.7822, -1.4265)
O (2.7520, 5.9911, -2.7640)
C (2.0369, 1.1674, 2.4456)
O (2.5659, 1.0641, 3.5193)
C (1.2781, -0.0966, 1.9298)
O (0.8594, -0.9740, 2.9334)
C (-0.3395, -0.3722, 3.4714)
C (-0.2050, -0.0193, 4.9956)
C (-1.6247, 0.6659, 5.4176)
C (1.0410, -0.3301, 0.6225)
C (0.3376, -1.5652, 0.0009)
Cl (1.5978, -2.8955, -0.0834)
C (-0.9707, -2.0236, 0.7214)
C (-2.1066, -0.9307, 0.7713)
C (1.5310, 0.7668, -0.3856)
O (1.6943, 0.4167, -1.5196)
H (-0.1602, 1.3719, -2.7736)
H (-1.3439, 2.2874, -3.7683)
H (-0.8044, 0.5711, -4.2555)
H (0.6008, 3.3926, -4.5540)
H (0.5616, 1.9983, -5.6942)
H (2.2739, 0.7947, -3.9373)
H (2.8122, 2.1070, -5.0131)
H (3.3640, 2.1759, -2.3055)
H (3.3182, 3.6464, -3.3315)
H (1.1376, 4.1428, -2.5139)
H (2.1666, 3.1985, 4.2188)
H (2.3298, 4.9637, 3.9829)
H (5.0276, 4.5106, 3.4948)
H (5.5577, 3.2482, 5.1187)
H (3.1282, 7.0413, 1.1145)
H (3.6347, 6.1213, 2.5543)
H (1.1697, 7.8096, 2.0884)
H (0.7754, 6.1633, 2.8956)
H (1.4989, 8.1685, 4.2964)
H (2.9772, 7.9872, 3.6876)
H (-0.4357, 6.0509, -0.9364)
H (-0.0072, 6.9655, -2.5068)
H (0.1556, 7.7461, -0.8518)
H (3.0665, 6.8193, -3.1586)
H (-0.5378, 0.5795, 2.9010)
H (-1.2361, -1.0374, 3.3581)
H (-0.1314, -0.9628, 5.5831)
H (0.6181, 0.7506, 5.2288)
H (-2.1837, 0.0381, 6.1482)
H (-1.4576, 1.6966, 5.8917)
H (-2.2740, 0.8007, 4.5088)
H (0.0607, -1.3567, -1.0648)
H (-0.8057, -2.4274, 1.7526)
H (-1.3784, -2.8913, 0.1296)
H (-1.7523, 0.1111, 0.9632)
H (-2.7743, -1.1985, 1.6412)
H (-2.7748, -1.0104, -0.1284)
Al (0.1205, 2.2831, 6.0501)
C (0.2520, -4.8631, -4.7731)
C (0.1218, -4.5875, -3.2888)
O (-1.1735, -4.8160, -2.7610)
C (-1.6898, -6.1289, -2.8562)
C (-0.8480, -7.1577, -2.1201)
H (-0.5002, -4.3022, -5.3280)
H (1.2454, -4.5766, -5.1269)
H (0.1076, -5.9221, -5.0004)
H (0.3344, -3.5316, -3.1071)
H (0.8642, -5.1587, -2.7162)
H (-1.8334, -6.4080, -3.9037)
H (-2.6826, -6.0991, -2.4051)
H (0.1410, -7.2704, -2.5738)
H (-1.3379, -8.1315, -2.1427)
H (-0.7001, -6.8627, -1.0832)
O (1.4753, -1.3866, -5.2462)
H (1.5689, -1.3852, -4.2866)
H (0.8768, -0.6536, -5.4249)
F (-2.2872, -3.6744, -4.5885)
C (-1.1930, 6.8031, 4.4361)
O (-0.4503, 6.0462, 5.0850)
O (-2.3152, 6.4729, 3.9422)
O (-0.9389, 8.0150, 4.1635)
C (-2.5015, -6.8623, 2.8249)
F (-1.6553, -5.8295, 2.6741)
F (-1.7818, -7.8853, 3.3167)
F (-3.3701, -6.5143, 3.7928)
S (-3.3464, -7.2993, 1.2620)
O (-2.2793, -7.6640, 0.3666)
O (-4.0659, -6.1059, 0.9016)
N (-4.2182, -8.4961, 1.8309)
S (-5.1401, -9.1799, 0.7405)
O (-4.4661, -9.9489, -0.2702)
O (-6.2586, -8.4059, 0.2773)
C (-5.8879, -10.4418, 1.8413)
F (-6.5524, -9.8992, 2.8671)
F (-4.9747, -11.2560, 2.3821)
F (-6.7816, -11.2422, 1.1756)
C (-1.8028, 4.9929, -6.1529)
Cl (-3.3684, 5.6953, -5.6857)
Cl (-1.9401, 3.2372, -6.2646)
Cl (-1.2908, 5.6563, -7.7109)
Cl (-0.5669, 5.4317, -4.8792)
Ca (-0.8995, 7.5328, -3.9015)
O (5.4570, -3.2357, 0.3319)
H (5.1994, -4.1012, 0.6674)
H (4.6182, -2.8039, 0.1313)
Br (-7.4522, -13.3188, 0.9588)